(1)
The following is a quantum chemistry calculation of a 2-piece molecular cluster, C4H10O3 overall in a non-equilibrium geometry, from the OMol25 dataset.

Properties
- E: -384.0101 a.u.
- Energy above the lowest of the compared OMol25 structures with the same formula, charge and spin: 13.5 kcal per mole
- LUMO level: 6.58 eV
- HOMO level: -0.21 eV
- Net charge: -2
- 2S+1: 1
- HOMO-LUMO gap: 6.79 eV

Atoms and positions in Å:
C 0.675 -2.362 1.541
O 1.828 -2.900 1.925
C 0.755 -1.265 0.461
C -0.562 -0.451 0.344
C -0.616 0.531 -0.831
O -1.037 1.823 -0.385
H 0.089 -1.867 2.367
H -0.087 -3.095 1.131
H 1.549 -0.552 0.738
H 1.027 -1.636 -0.538
H -0.726 0.088 1.272
H -1.361 -1.199 0.213
H 0.355 0.626 -1.310
H -1.360 0.160 -1.553
H -0.699 2.497 -0.996
H 0.148 5.007 -1.751
O 0.020 4.595 -2.628



(2)
The following is a quantum chemistry calculation of one molecule with the formula C4H10O3 in a non-equilibrium geometry, from the OMol25 dataset.

Properties
- E: -384.0886 a.u.
- Energy above the lowest of the compared OMol25 structures with the same formula, charge and spin: 38.3 kcal per mole
- LUMO level: 0.83 eV
- SMILES string: COC[C@@H](O)CO
- HOMO level: -9.98 eV
- Net charge: 0
- 2S+1: 1
- HOMO-LUMO gap: 10.81 eV

Atoms and positions in Å:
C -2.652 -0.598 0.207
O -1.449 0.043 0.563
C -0.366 -0.208 -0.303
C 0.727 0.761 0.078
O 1.046 0.623 1.456
C 1.993 0.404 -0.774
O 2.934 -0.317 -0.010
H -3.431 -0.236 0.887
H -2.555 -1.685 0.317
H -2.960 -0.359 -0.823
H 0.013 -1.221 -0.172
H -0.662 -0.076 -1.356
H 0.368 1.786 -0.099
H 0.319 0.171 1.905
H 2.400 1.344 -1.175
H 1.646 -0.190 -1.613
H 2.630 -0.243 0.911



(3)
The following is a quantum chemistry calculation of a 3-piece molecular cluster, C4H10O3 overall in a non-equilibrium geometry, from the OMol25 dataset.

Properties
- E: -383.9214 a.u.
- Energy above the lowest of the compared OMol25 structures with the same formula, charge and spin: 143.2 kcal per mole
- LUMO level: -3.56 eV
- HOMO level: -7.40 eV
- Net charge: 0
- 2S+1: 1
- HOMO-LUMO gap: 3.84 eV

Atoms and positions in Å:
C -1.426 -0.129 0.131
C -0.154 -0.418 -0.678
O 0.940 0.504 -0.702
C -0.037 -1.523 -1.515
C 1.047 -2.225 -2.197
H -1.846 0.835 -0.211
H -2.021 -0.950 -0.187
H 1.423 0.411 0.113
H -0.855 -2.239 -1.442
H 1.887 -1.792 -2.624
H 0.841 -3.269 -2.303
H -1.216 -0.016 1.203
H -1.216 3.122 2.128
O -0.986 2.191 2.011
H 0.330 1.926 1.956
H 1.885 2.078 2.464
O 1.405 1.494 1.852



(4)
The following is a quantum chemistry calculation of a 2-piece molecular cluster, C4H10O3 overall in a non-equilibrium geometry, from the OMol25 dataset.

Properties
- E: -384.0921 a.u.
- Energy above the lowest of the compared OMol25 structures with the same formula, charge and spin: 36.1 kcal per mole
- LUMO level: 0.70 eV
- SMILES string: O=CCCCO.O
- HOMO level: -9.81 eV
- Net charge: 0
- 2S+1: 1
- HOMO-LUMO gap: 10.51 eV

Atoms and positions in Å:
C -0.988 -0.635 -1.532
O -1.938 -0.054 -2.452
C -0.560 0.488 -0.591
C 0.703 0.058 0.216
C 1.735 1.147 0.006
O 1.971 2.021 0.798
H -1.482 -1.472 -1.030
H -0.114 -1.029 -2.064
H -2.183 -0.777 -3.022
H -0.289 1.331 -1.229
H -1.420 0.787 0.001
H 0.949 -0.965 -0.059
H 0.542 0.014 1.296
H 2.143 1.192 -1.011
H -0.601 -2.854 3.745
H -0.632 -1.342 3.458
O -0.376 -2.182 3.077



(5)
The following is a quantum chemistry calculation of a 3-piece molecular cluster, C4H10O3 overall in a non-equilibrium geometry, from the OMol25 dataset.

Properties
- E: -383.8931 a.u.
- Energy above the lowest of the compared OMol25 structures with the same formula, charge and spin: 161.0 kcal per mole
- LUMO level: -0.68 eV
- SMILES string: C=C/C=C\O.O.O
- HOMO level: -6.96 eV
- Net charge: 0
- 2S+1: 1
- HOMO-LUMO gap: 6.28 eV

Atoms and positions in Å:
C 0.865 -2.093 2.183
C 1.614 -1.197 1.499
C 1.170 0.153 1.397
C -0.089 0.473 0.953
O -0.255 0.655 -0.373
H 1.098 -2.987 2.643
H -0.300 -2.033 2.387
H 2.722 -1.244 1.292
H 1.914 0.976 1.707
H -0.953 0.048 1.380
H -0.339 -0.091 -1.075
H -1.010 -0.951 -3.568
H -0.033 -0.044 -2.709
O -0.923 -0.383 -2.724
H -1.540 3.478 -1.237
H -1.795 2.157 -1.839
O -2.146 3.084 -1.918



(6)
The following is a quantum chemistry calculation of a 3-piece molecular cluster, C4H10O3 overall, from the OMol25 dataset.

Properties
- E: -383.8668 a.u.
- Energy above the lowest of the compared OMol25 structures with the same formula, charge and spin: 177.5 kcal per mole
- LUMO level (spin up / spin down): -0.69 / -0.80 eV
- HOMO level (spin up / spin down): -8.82 / -8.03 eV
- Net charge: 0
- 2S+1: 1
- HOMO-LUMO gap (spin up / spin down): 8.12 / 7.23 eV

Atoms and positions in Å:
C 1.029 0.514 -1.060
C 1.608 1.177 0.142
O -1.104 0.685 -0.405
O -1.855 1.758 0.143
H -2.425 2.020 -0.596
H 1.613 -0.305 -1.480
H 0.609 1.149 -1.824
H 1.823 0.463 0.940
H 0.942 1.946 0.528
H 2.566 1.642 -0.133
C -0.732 -1.669 1.190
C -0.701 -1.486 -0.302
O -1.181 -2.196 -1.126
H 0.082 -0.615 -0.666
H 0.156 -1.244 1.656
H -1.595 -1.113 1.560
H -0.834 -2.727 1.434